1.
{
  "formula": "C2H7FO4PSYb",
  "method": "ωB97M-V/def2-TZVPD",
  "total_charge": 1,
  "fmax_ha_per_bohr": 0.1594,
  "orbital_gap_ha": 0.1856,
  "species": ["O", "S", "O", "F", "P", "O", "C", "C", "O", "H", "H", "H", "H", "H", "H", "H", "Yb"],
  "coordinates": [[2.04349, 0.94167, 1.47318], [2.40805, 0.44364, 0.02054], [3.47029, -0.68660, 0.09861], [2.99134, 1.75735, -0.96106], [0.55664, -0.34718, -0.83307], [-0.10971, 1.14805, -0.16112], [-1.52639, 1.02594, 0.21782], [-1.83887, -0.57710, 0.07133], [-1.05173, -1.04115, -1.11127], [0.54355, -1.11515, 0.38565], [1.28959, -1.38523, -1.51277], [0.63333, 0.36953, -2.08029], [-2.25474, 1.75129, -0.38099], [-1.54012, 1.52828, 1.29158], [-3.00234, -0.81238, 0.08220], [-1.51005, -1.05158, 1.11376], [-1.10234, -1.94940, 2.28590]],
  "forces_ev_per_angstrom": [[1.31, -1.17, -5.33], [4.31, -0.80, 5.57], [-3.52, 4.17, -1.10], [-1.12, -2.46, 1.93], [-0.84, 1.56, -3.79], [-2.72, -1.77, 0.25], [1.10, 1.26, 0.67], [-0.86, 1.37, -1.56], [-1.83, 0.98, 4.04], [-0.12, -0.40, 1.67], [-0.28, -0.25, 0.97], [-0.14, -0.05, 0.49], [1.58, -2.03, 0.67], [-0.41, -1.61, -1.59], [2.42, 0.32, -0.68], [-1.86, 4.41, -6.65], [2.97, -3.52, 4.44]]
}

2.
{
  "formula": "C33H37BF3NO2",
  "method": "ωB97M-V/def2-TZVPD",
  "fmax_ha_per_bohr": 0.1014,
  "relative_energy_ev": 0.000,
  "orbital_gap_ha": 0.2948,
  "species": ["C", "C", "C", "C", "C", "C", "C", "C", "N", "C", "C", "C", "C", "C", "C", "C", "C", "C", "C", "C", "C", "H", "H", "H", "H", "H", "H", "H", "H", "H", "H", "H", "H", "H", "H", "H", "H", "H", "H", "H", "H", "H", "C", "C", "C", "O", "B", "C", "C", "C", "C", "C", "F", "F", "F", "C", "C", "O", "C", "C", "C", "H", "H", "H", "H", "H", "H", "H", "H", "H", "H", "H", "H", "H", "H", "H", "H"],
  "coordinates": [[-0.08810, -4.91321, -3.43268], [-0.25920, -4.10920, -2.17090], [0.43005, -2.90933, -1.96186], [0.42202, -2.28320, -0.70562], [-0.17274, -2.93163, 0.39428], [0.06088, -2.42220, 1.85286], [1.47077, -1.94766, 2.09069], [1.83382, -0.85342, 2.87873], [3.21467, -0.68733, 2.83151], [3.98809, 0.15846, 3.71585], [3.75797, -1.66608, 1.97731], [5.07055, -2.06376, 1.76188], [5.28933, -3.24662, 1.01868], [4.21814, -3.98212, 0.46779], [2.89468, -3.61105, 0.75086], [2.66896, -2.46868, 1.51593], [-0.75766, -1.27860, 2.04800], [-1.42561, -0.69543, 3.26245], [-2.20787, -1.47585, 2.22966], [-1.12376, -3.92835, 0.10136], [-1.09758, -4.55046, -1.15247], [-0.72420, -5.80296, -3.42656], [-0.33731, -4.36383, -4.34382], [0.94784, -5.24891, -3.55878], [0.99017, -2.50291, -2.80254], [0.88364, -1.27737, -0.65211], [-0.24100, -3.14313, 2.64250], [1.15120, -0.18525, 3.39939], [5.00616, 0.26912, 3.32244], [3.51004, 1.14233, 3.79261], [4.04399, -0.26946, 4.73147], [5.89948, -1.48413, 2.18224], [6.30585, -3.61772, 0.86142], [4.39950, -4.85354, -0.16578], [2.02945, -4.18533, 0.41615], [-0.50097, -0.43492, 1.35330], [-1.18877, -1.09051, 4.24321], [-1.63342, 0.38126, 3.23103], [-2.87878, -0.90941, 1.60062], [-2.44105, -2.54680, 2.34507], [-1.85920, -4.22758, 0.85782], [-1.76499, -5.38818, -1.36325], [0.29119, 2.90080, 2.11641], [-0.05551, 3.52340, 0.77228], [0.11014, 5.02969, 0.87526], [-1.45927, 3.32638, 0.49482], [-1.47560, 2.66983, -0.72450], [-2.74472, 2.41860, -1.54055], [-3.03708, 1.17231, -2.13164], [-4.08985, 1.09487, -3.04462], [-4.81738, 2.24985, -3.32884], [-5.76204, 2.25238, -4.50202], [-6.87822, 3.00531, -4.26800], [-5.15710, 2.78269, -5.61581], [-6.18182, 0.99854, -4.84059], [-4.63764, 3.44398, -2.62964], [-3.61613, 3.50717, -1.69253], [-0.32348, 1.88648, -0.94665], [0.69035, 2.79083, -0.44723], [1.07188, 3.71909, -1.61002], [1.92595, 1.98991, -0.08723], [1.29555, 3.23854, 2.41249], [-0.41314, 3.23467, 2.88736], [0.27286, 1.80080, 2.11287], [1.15342, 5.31687, 1.03717], [-0.27345, 5.52699, -0.01932], [-0.47997, 5.37764, 1.72942], [-2.44991, 0.28002, -1.91275], [-4.32869, 0.15682, -3.55208], [-5.27106, 4.31398, -2.82384], [-3.46075, 4.41392, -1.10039], [1.86409, 4.41303, -1.30471], [1.46094, 3.09974, -2.43015], [0.21624, 4.28625, -1.99661], [2.69543, 2.67145, 0.29387], [1.74276, 1.20968, 0.65645], [2.33695, 1.50240, -0.97946]],
  "forces_ev_per_angstrom": [[-0.06, -0.14, -0.29], [0.21, 0.09, 0.24], [-0.31, -0.09, 0.33], [0.31, -0.12, -0.56], [-0.77, 0.53, 0.32], [1.55, -1.29, -0.18], [0.55, 0.77, 0.57], [0.13, -1.29, -1.12], [0.09, -0.38, -0.74], [-0.10, -0.01, 0.17], [-1.23, -0.35, 0.87], [0.60, -0.60, -0.36], [-0.18, 0.66, 0.08], [-0.69, 0.30, 0.35], [0.76, -0.20, -0.30], [0.52, 0.25, 0.51], [-2.07, 4.55, -1.48], [-0.01, -0.50, 0.33], [-0.53, -0.50, -0.08], [0.85, -0.09, 0.05], [-0.48, 0.09, 0.10], [0.09, 0.09, 0.09], [-0.02, 0.18, 0.12], [-0.13, 0.05, 0.14], [-0.07, 0.20, 0.27], [0.03, -0.90, 0.44], [0.31, -0.30, -0.75], [0.55, -0.09, 0.05], [-0.35, 0.06, 0.10], [0.20, -0.13, -0.07], [0.06, 0.08, -0.32], [-0.20, -0.39, -0.20], [-0.30, 0.32, 0.03], [0.08, 0.24, 0.35], [0.46, 0.00, -0.05], [-0.19, -0.92, 0.32], [-0.29, -0.13, 0.02], [0.34, -0.47, 0.10], [-0.20, -0.12, 0.06], [-0.28, 0.79, 0.39], [0.58, -0.19, -0.19], [0.14, 0.17, 0.18], [0.09, -0.26, 0.30], [0.43, -0.14, 0.24], [0.24, 0.13, -0.12], [0.47, 0.24, -1.55], [-0.09, -2.77, 1.70], [-0.64, 0.04, 0.06], [-0.23, 0.60, -0.38], [0.18, 0.05, 0.21], [-0.27, 0.10, -0.32], [-0.47, -0.05, -0.42], [0.76, -0.55, -0.27], [-0.56, -0.43, 0.82], [0.24, 0.96, 0.17], [-0.04, -0.06, 0.03], [0.01, -0.18, -0.34], [-0.53, 1.78, -0.10], [0.27, -0.03, 0.04], [0.07, 0.04, 0.10], [0.28, -0.05, 0.28], [-0.22, -0.22, -0.02], [0.06, 0.06, -0.22], [-0.02, 0.32, -0.13], [-0.08, -0.01, -0.06], [0.13, -0.03, 0.08], [0.11, -0.03, -0.13], [0.04, 0.35, -0.07], [0.11, 0.38, 0.16], [0.19, -0.40, 0.00], [0.04, -0.28, -0.31], [-0.21, -0.02, -0.09], [-0.17, 0.16, 0.22], [0.12, -0.02, 0.12], [-0.03, -0.16, 0.04], [-0.05, 0.12, -0.06], [-0.19, 0.14, 0.10]]
}

3.
{
  "formula": "C40H46ClN2O11PS",
  "method": "ωB97M-V/def2-TZVPD",
  "fmax_ha_per_bohr": 0.0253,
  "orbital_gap_ha": 0.3067,
  "species": ["C", "C", "C", "C", "C", "C", "C", "C", "C", "C", "C", "C", "O", "C", "C", "C", "C", "C", "S", "C", "O", "O", "C", "O", "C", "C", "C", "O", "C", "C", "C", "C", "P", "O", "Cl", "C", "C", "O", "H", "H", "H", "H", "H", "H", "H", "H", "H", "H", "H", "H", "H", "H", "H", "H", "H", "H", "H", "H", "H", "H", "H", "H", "H", "H", "H", "H", "H", "H", "H", "H", "H", "H", "H", "H", "O", "N", "O", "C", "C", "C", "C", "C", "C", "H", "H", "H", "H", "H", "O", "N", "O", "C", "C", "C", "C", "C", "C", "H", "H", "H", "H", "H"],
  "coordinates": [[-5.33077, -0.92009, 2.37097], [-5.43907, -0.41294, 3.81020], [-6.29628, 0.84455, 3.95895], [-5.84258, 2.07147, 3.14594], [-4.33401, 2.26867, 3.12581], [-3.97413, 3.54425, 2.33679], [-2.57186, 3.59690, 1.75892], [-2.40964, 3.74012, 0.38397], [-1.12932, 3.82029, -0.19996], [0.02270, 3.70949, 0.58186], [1.38397, 3.72903, -0.06369], [1.79145, 2.32699, -0.54799], [3.08164, 2.04532, -0.04555], [3.55313, 0.74575, -0.38612], [3.52350, -0.17914, 0.83326], [-0.10902, 3.54254, 1.97878], [1.17989, 3.36155, 2.75978], [-1.39925, 3.54140, 2.56586], [-1.50765, 3.51718, 4.36100], [-1.48551, 1.80286, 4.84807], [-2.71633, 4.16738, 4.79322], [-0.31787, 4.08896, 4.93934], [-1.06205, 3.99775, -1.68434], [-0.28173, 4.71480, -2.24895], [-2.08138, 3.24883, -2.45036], [-1.75749, 2.71046, -3.69155], [-2.73773, 2.01058, -4.37897], [-2.50603, 1.43268, -5.58952], [-1.25608, 0.76069, -5.72642], [-1.33351, -0.19642, -6.89617], [-4.02049, 1.91279, -3.83126], [-4.34852, 2.48213, -2.60459], [-6.08378, 2.38644, -2.01112], [-6.65926, 1.29200, -3.08582], [-5.75099, 1.19458, -0.35327], [-3.34873, 3.14537, -1.88726], [-3.56369, 3.82141, -0.57181], [-4.57853, 4.42759, -0.37022], [-5.16012, -1.99351, 2.38286], [-6.24734, -0.71803, 1.82223], [-4.50544, -0.47862, 1.81867], [-5.91242, -1.19609, 4.39890], [-4.45513, -0.23217, 4.23894], [-6.26119, 1.14875, 5.00657], [-7.33134, 0.59519, 3.73687], [-6.28334, 2.93420, 3.64512], [-6.26208, 2.06628, 2.14395], [-4.05125, 2.37414, 4.16409], [-3.83527, 1.42239, 2.65822], [-4.09602, 4.40195, 2.98977], [-4.71988, 3.64400, 1.56037], [2.15603, 4.06218, 0.61425], [1.39936, 4.39275, -0.91253], [1.81916, 2.28884, -1.64138], [1.06061, 1.57487, -0.22816], [4.59101, 0.86416, -0.68607], [3.01279, 0.32512, -1.23208], [4.42460, -0.77338, 0.89863], [2.63844, -0.80630, 0.85639], [3.53422, 0.46915, 1.70602], [1.00574, 2.76001, 3.63462], [1.90831, 2.82793, 2.16321], [1.58447, 4.32252, 3.05472], [-2.04154, 1.17263, 4.17016], [-0.44533, 1.50768, 4.91809], [-1.91115, 1.79631, 5.84631], [-0.76050, 2.87306, -4.06494], [-0.45230, 1.46946, -5.92118], [-1.02684, 0.22268, -4.80792], [-0.31529, -0.49308, -7.13232], [-1.90848, -1.07988, -6.64274], [-1.74191, 0.32081, -7.75812], [-4.76476, 1.38834, -4.40980], [-6.30864, 0.40833, -2.90311], [6.04945, -1.45585, -1.21668], [5.94311, -2.46097, -0.53890], [4.89705, -3.04606, -0.34335], [7.16048, -2.99109, 0.09304], [8.35163, -2.30904, -0.08132], [9.49467, -2.79587, 0.52990], [9.43459, -3.95141, 1.29851], [8.23142, -4.62641, 1.45404], [7.08124, -4.14628, 0.84916], [8.39072, -1.41169, -0.68035], [10.43277, -2.27238, 0.40824], [10.32928, -4.32691, 1.77749], [8.18712, -5.52867, 2.04777], [6.14605, -4.66972, 0.96735], [4.65464, -8.13697, -0.37259], [4.40334, -7.03443, -0.81415], [5.13170, -6.06631, -0.72163], [3.12131, -6.84471, -1.50899], [2.24898, -7.91190, -1.61574], [1.03579, -7.71890, -2.25578], [0.71473, -6.47245, -2.77776], [1.60804, -5.41510, -2.66473], [2.82340, -5.59691, -2.02487], [2.50649, -8.87772, -1.20751], [0.33942, -8.54102, -2.34531], [-0.23601, -6.32459, -3.27286], [1.35692, -4.44573, -3.07235], [3.52148, -4.77773, -1.92698]],
  "forces_ev_per_angstrom": [[0.14, -0.11, 0.27], [-0.39, 0.15, -0.31], [0.55, 0.23, 0.13], [-0.32, -0.28, 0.23], [-0.33, 0.46, -0.37], [-0.04, -0.26, 0.42], [-0.14, 0.25, 0.65], [0.43, -0.06, -0.27], [0.08, -0.12, 0.72], [-0.43, 0.41, -0.01], [0.00, -0.44, -0.24], [0.15, 0.07, 0.02], [-0.27, -0.11, -0.20], [0.61, -0.13, 0.47], [-0.13, 0.56, -0.08], [-0.15, -0.03, 0.02], [-0.54, -0.42, -0.24], [0.34, -0.17, -0.91], [0.28, 0.92, 0.88], [0.05, 0.22, -0.01], [-0.32, -0.48, -0.36], [0.23, -0.15, -0.38], [-0.35, -0.12, 0.20], [0.69, 0.37, -0.31], [-0.28, -0.35, 0.02], [-0.28, 0.13, 0.37], [0.17, 0.21, 0.12], [-0.35, -0.17, 0.28], [0.19, -0.10, -0.35], [0.22, 0.29, 0.33], [0.06, 0.11, -0.11], [0.21, -0.11, -0.12], [-0.36, 0.59, -0.47], [-0.05, -0.22, 0.51], [0.13, -0.22, 0.05], [0.41, -0.20, -0.29], [0.65, -0.32, -0.35], [-0.90, 0.32, 0.20], [-0.01, -0.15, -0.16], [-0.13, -0.07, -0.08], [0.04, 0.17, -0.06], [0.06, -0.07, 0.22], [0.16, -0.09, 0.03], [-0.11, -0.13, 0.17], [-0.17, 0.07, -0.10], [-0.05, 0.25, -0.10], [0.08, -0.13, -0.19], [0.44, -0.19, 0.15], [0.07, -0.23, 0.10], [-0.09, 0.14, 0.07], [0.19, 0.07, -0.17], [0.05, 0.12, 0.18], [-0.09, 0.27, -0.03], [-0.06, 0.04, -0.13], [0.03, -0.09, 0.18], [0.08, 0.08, -0.19], [-0.14, 0.04, -0.11], [0.00, -0.35, -0.14], [-0.03, -0.17, 0.11], [-0.12, 0.00, 0.20], [0.11, 0.06, 0.37], [0.12, 0.01, -0.19], [0.11, 0.11, 0.18], [-0.17, -0.09, -0.10], [0.12, -0.07, -0.15], [-0.17, -0.04, 0.10], [0.11, -0.07, -0.19], [0.02, 0.26, 0.11], [0.02, 0.01, 0.19], [0.09, -0.19, -0.12], [-0.22, -0.06, -0.15], [-0.16, -0.09, -0.14], [-0.07, -0.04, -0.04], [-0.03, -0.05, -0.25], [-0.01, -0.02, -0.02], [-0.01, 0.02, -0.05], [0.00, -0.03, -0.01], [0.14, -0.05, 0.10], [0.13, 0.14, -0.06], [-0.02, -0.09, 0.05], [-0.02, 0.00, -0.01], [0.10, 0.09, -0.03], [-0.11, -0.11, 0.13], [-0.11, -0.01, -0.01], [0.00, 0.01, -0.01], [0.00, 0.00, -0.01], [-0.02, -0.01, -0.01], [-0.06, 0.07, -0.10], [0.00, 0.02, 0.01], [0.00, 0.00, -0.02], [0.08, -0.11, 0.01], [-0.16, 0.02, -0.08], [-0.07, -0.19, 0.02], [-0.01, 0.11, -0.04], [0.02, 0.00, 0.01], [-0.06, -0.11, 0.00], [0.03, 0.22, -0.05], [0.10, 0.04, 0.04], [0.01, -0.02, 0.00], [0.00, 0.00, -0.01], [0.02, 0.01, 0.00], [0.05, -0.06, 0.09]]
}

4.
{
  "formula": "C5H7NO",
  "method": "ωB97M-V/def2-TZVPD",
  "fmax_ha_per_bohr": 0.0322,
  "relative_energy_ev": 1.521,
  "orbital_gap_ha": 0.3280,
  "species": ["C", "C", "C", "O", "C", "C", "N", "H", "H", "H", "H", "H", "H", "H"],
  "coordinates": [[-1.68892, 0.32429, 0.55810], [-0.45276, -0.36768, 0.10364], [-0.27242, -1.67156, -0.24922], [0.99694, -1.94013, -0.57032], [1.71681, -0.75551, -0.41363], [0.84442, 0.21526, 0.00700], [1.16308, 1.54699, 0.22409], [-2.54340, -0.35440, 0.52984], [-1.93184, 1.19798, -0.06100], [-1.55415, 0.67282, 1.58714], [-0.96388, -2.50557, -0.28944], [2.22496, -0.43401, -1.29541], [0.41958, 2.20125, 0.03474], [2.04160, 1.87027, -0.16554]],
  "forces_ev_per_angstrom": [[-0.15, 0.02, 0.12], [0.01, -0.23, 0.39], [-0.15, 0.10, 0.23], [0.08, 0.14, -0.36], [-1.01, 0.47, -0.39], [-0.07, 0.07, -0.04], [-0.10, 0.19, -0.03], [0.02, 0.11, 0.03], [0.05, -0.16, 0.07], [-0.14, 0.02, -0.08], [0.12, 0.16, 0.11], [1.53, -0.59, -0.20], [-0.04, -0.05, 0.04], [-0.15, -0.26, 0.12]]
}

| no. | E_LUMO (hartree) |
| --- | --- |
| 1 | -0.2705 |
| 2 | 0.0149 |
| 3 | -0.0320 |
| 4 | 0.0329 |